Density functional theory data (ωB97M-V/def2-TZVPD) for a molecular structure, C3H4N4O at a distorted geometry.

Geometry as XYZ:
```
12
Properties=species:S:1:pos:R:3
C 2.78 -0.10 0.03
C -0.37 0.06 -0.41
C -1.61 1.05 -0.09
H 2.94 0.86 -0.64
H 3.83 -0.60 0.75
H -1.69 2.12 -0.31
H -2.33 -1.58 1.05
N 1.62 -0.54 0.17
N 0.74 0.45 -0.19
N -2.69 0.30 0.28
N -2.34 -0.98 -0.01
O -0.88 -1.05 -0.63
```

**LUMO**: 0.1 eV
**HOMO**: -0.344 Eh
**Strongest force on any atom**: 8.4 eV/A
**Kohn-Sham gap**: 9.4 eV

Atomic partial charges in e from the Mulliken method, atoms 1 to 4: C -0.239; C 0.497; C -0.139; H 0.304